No. 1
Density functional theory data (wB97M-V/def2-TZVPD) for C23H24ClF5IrO7 as an isolated structure at a distorted geometry.

As for the lowest unoccupied orbital energy: -3.5 eV. For the HOMO energy, the calculation gives -11.44 eV. The HOMO-LUMO gap is 8.0 eV. Its energy relative to the best compared isomer or geometry (same formula, charge and spin) is 22.5 kcal/mol. The calculation puts the maximum force at 0.04375 Eh/bohr. The calculation puts the total energy at -2481.00581 hartree.

The geometry in ORCA input format:
```
! RIJCOSX wB97M-V def2-TZVPD def2/J DEFGRID3
* xyz 1 1
Ir 0.80419 -0.35187 0.23150
C 2.72324 2.01230 -1.13253
C 3.80595 1.28928 -0.31927
O 3.25904 0.28535 0.53264
C 3.35709 0.49238 1.94286
C 2.38488 1.51697 2.43889
O 1.06587 1.02292 2.17273
C 0.06142 2.03234 2.32735
C -1.20283 1.57458 1.64268
O -0.97408 1.13382 0.30513
C -0.91159 2.07883 -0.76671
C 0.44394 2.76365 -0.91187
O 1.47247 1.88078 -0.45005
H 2.62676 1.58101 -2.13099
H 2.98038 3.06958 -1.22662
H 4.40347 1.98552 0.27125
H 4.46687 0.77840 -1.01884
H 4.37980 0.75552 2.22053
H 3.11166 -0.47649 2.38234
H 2.51770 2.47686 1.93039
H 2.52077 1.66977 3.51266
H 0.43443 2.97340 1.91370
H -0.14339 2.18127 3.39042
H -1.95713 2.36422 1.65939
H -1.59419 0.69655 2.15730
H -1.70378 2.82235 -0.65624
H -1.11838 1.47630 -1.64992
H 0.50916 3.68628 -0.32999
H 0.59339 3.01419 -1.96412
C -4.11316 -1.15677 1.01838
C -3.87823 -0.30562 -0.21000
C -4.24228 1.04220 -0.14041
C -4.17274 1.87431 -1.23863
Cl -4.60424 3.55244 -1.07069
C -3.78055 1.38016 -2.47108
C -3.40491 0.05320 -2.55801
C -3.41743 -0.77116 -1.44079
O -2.94749 -2.05038 -1.70198
C -2.17072 -2.68527 -0.71838
C -1.04219 -1.76956 -0.33467
O -0.40724 -1.08154 -1.19280
O -0.62856 -1.59342 0.85640
H -4.64724 -0.57117 1.76429
H -3.19601 -1.52156 1.48320
H -4.73454 -2.02250 0.78270
H -4.61670 1.43624 0.79665
H -3.76067 2.02194 -3.34100
H -3.06853 -0.36919 -3.49593
H -1.73354 -3.56416 -1.19547
H -2.71583 -3.00059 0.16777
F 1.60667 -2.72684 2.17389
C 2.03291 -2.95644 0.91874
C 1.87825 -1.98195 -0.05248
C 2.38445 -2.26375 -1.31003
F 2.29636 -1.33312 -2.28205
C 3.00369 -3.46345 -1.60894
F 3.47843 -3.69965 -2.82943
C 3.12990 -4.42361 -0.61899
F 3.72292 -5.58186 -0.88749
C 2.64819 -4.16892 0.65311
F 2.78396 -5.08408 1.60951
*
```

Atomic partial charges in e from the Mulliken method, atoms 1 to 2:
1. Ir 0.74
2. C -0.82

No. 2
Density functional theory data (wB97M-V/def2-TZVPD) for C23H24IrNO5Se4Si as an isolated structure.

As for the lowest unoccupied orbital energy (alpha / beta): -1.4 / -2.2 eV. For the HOMO energy (alpha / beta), the calculation gives -6.77 / -7.64 eV. The HOMO-LUMO gap (alpha / beta) is 5.3 / 5.5 eV. As for the expectation value of S²: 6.10. Its energy relative to the best compared isomer or geometry (same formula, charge and spin) is 26.9 kcal/mol. The calculation puts the maximum force at 0.00957 Eh/bohr. The calculation puts the total energy at -11321.39554 hartree.

The geometry in ORCA input format:
```
! RIJCOSX wB97M-V def2-TZVPD def2/J DEFGRID3
* xyz 0 5
Ir 1.39942 -1.16948 0.71428
O 0.38866 -1.84136 4.64563
C 0.92069 -1.68300 3.44539
O 0.22818 -1.33832 2.46705
C 2.34747 -1.89802 3.29437
C 3.28888 -2.18203 4.24719
C 4.63275 -2.31912 3.86920
C 4.98391 -2.13651 2.53625
C 4.01980 -1.83353 1.59401
N 2.70181 -1.72649 1.97501
C 4.14759 -1.48722 0.18817
O 5.28927 -1.61207 -0.48311
O 3.16563 -1.02849 -0.43214
H -0.57262 -1.71123 4.56648
H 2.98211 -2.29301 5.27806
H 5.38872 -2.53988 4.60627
H 6.02579 -2.21584 2.24789
H 5.96617 -2.03737 0.06061
Se 1.15175 -5.08032 2.97273
Se -0.84787 -5.18708 3.74555
Se -0.70053 -4.36963 -0.16343
Se 0.89354 -3.02731 -0.87715
C -2.35873 3.21004 -0.03476
C -1.40934 2.10663 0.43833
C -0.10664 2.74276 0.94002
C -2.07494 1.35591 1.59778
Si -0.97557 0.89216 -0.94136
O 0.15209 -0.13958 -0.43342
C -2.49771 -0.07793 -1.45080
C -2.92104 -1.11983 -0.61601
C -4.02383 -1.89975 -0.93108
C -4.73664 -1.65388 -2.09655
C -4.33513 -0.63147 -2.94330
C -3.22625 0.14232 -2.62209
C -0.28017 1.83361 -2.41126
C 1.04376 1.57854 -2.78071
C 1.64468 2.24521 -3.84171
C 0.92873 3.18663 -4.56464
C -0.38879 3.45751 -4.22125
C -0.98103 2.78937 -3.15850
H -2.63697 3.85582 0.80547
H -3.28334 2.79817 -0.44896
H -1.89889 3.84543 -0.79214
H -0.30865 3.42801 1.77137
H 0.39283 3.31422 0.15392
H 0.59578 1.98407 1.29444
H -2.29028 2.05014 2.41884
H -1.43233 0.56512 1.99079
H -3.02008 0.90034 1.29629
H -2.36786 -1.33530 0.29185
H -4.32086 -2.70693 -0.27302
H -5.59434 -2.26414 -2.34877
H -4.88056 -0.44097 -3.85898
H -2.91779 0.91668 -3.31229
H 1.60578 0.83748 -2.22545
H 2.67150 2.02599 -4.10641
H 1.39368 3.70682 -5.39230
H -0.95442 4.19067 -4.78253
H -2.00771 3.02743 -2.90915
*
```

Atomic partial charges in e from the Mulliken method, atoms 1 to 2:
1. Ir -0.27
2. O -0.48